Here is 9 unconnected molecules or ions with the total composition C78H167N9O10 in a non-equilibrium geometry from the Open Molecules 2025 dataset. Energies are from wB97M-V/def2-TZVPD.

Geometry as XYZ:
```
264
Properties=species:S:1:pos:R:3:forces:R:3:lowdin_charge:R:1
C 4.959 7.432 11.065 1.5 0.1 -0.7 -0.090
O 5.921 7.907 10.122 0.5 -0.1 -0.6 -0.216
C 5.571 8.990 9.271 0.4 -0.2 0.1 -0.229
C 4.478 8.611 8.283 0.9 0.9 0.2 -0.226
N 4.941 7.590 7.322 -0.9 0.5 1.0 -0.044
C 3.817 6.996 6.603 1.0 -2.3 -0.8 -0.186
C 4.388 5.885 5.598 -2.2 0.5 0.1 -0.184
O 4.766 4.695 6.314 -0.5 1.5 1.4 -0.186
C 5.668 3.939 5.634 1.7 -0.4 -1.7 -0.169
H 4.638 8.285 11.663 -0.6 -0.3 0.2 0.091
H 5.575 6.743 11.643 -0.3 0.1 0.4 0.089
H 4.200 6.821 10.575 -0.5 0.4 0.1 0.081
H 6.454 9.323 8.725 0.4 -0.6 0.0 0.120
H 5.372 9.866 9.888 -0.9 0.1 0.1 0.116
H 4.275 9.525 7.724 -0.5 0.0 -0.1 0.118
H 3.644 8.378 8.944 -0.7 -0.5 -0.5 0.106
H 5.349 6.870 7.900 0.3 -0.4 -0.1 0.101
H 3.175 7.757 6.160 0.4 0.0 -0.5 0.114
H 3.159 6.376 7.212 -0.2 0.2 0.6 0.106
H 5.038 6.348 4.856 1.2 -0.3 0.6 0.116
H 3.609 5.456 4.967 -0.7 0.7 -0.2 0.112
H 5.420 3.873 4.575 -0.2 0.1 -0.4 0.082
H 5.803 2.894 5.916 -0.5 0.2 0.8 0.089
H 6.649 4.412 5.676 0.4 0.0 0.0 0.090
C 1.931 -1.761 8.974 1.6 0.5 0.9 -0.048
C 0.487 -1.659 8.573 -0.3 -0.2 -0.5 -0.505
C 0.401 -0.512 7.527 -0.4 0.7 0.0 -0.139
C 0.778 -0.845 6.114 1.0 -2.0 0.0 -0.194
C 0.117 -2.155 5.683 -0.2 0.0 0.3 -0.136
C 0.216 -3.393 6.642 -0.1 0.2 0.5 -0.435
N 0.005 -2.948 8.054 -1.2 1.4 -2.5 -0.134
O -0.150 -3.941 9.006 0.9 -0.6 0.3 -0.007
C -0.971 -4.368 6.263 0.1 0.3 0.2 -0.038
C 1.575 -4.091 6.331 -0.7 -0.4 0.3 -0.032
C -0.375 -1.313 9.786 0.0 0.5 0.7 -0.039
H 2.112 -2.520 9.735 -0.1 -0.3 -0.2 0.089
H 2.316 -0.838 9.408 -0.4 0.3 0.4 0.084
H 2.663 -1.854 8.171 -0.4 -0.7 -0.4 0.078
H -0.577 -0.033 7.489 -0.3 -0.2 0.4 0.119
H 1.119 0.234 7.867 -0.3 0.3 0.3 0.115
H 1.854 -1.015 6.095 0.3 0.0 -0.1 0.099
H 0.620 -0.116 5.319 -0.4 0.4 0.5 0.116
H 0.592 -2.418 4.738 -0.4 -0.3 -0.2 0.114
H -0.940 -1.931 5.534 -0.1 -0.2 -0.2 0.112
H -0.889 -4.792 5.263 0.6 -0.2 0.0 0.077
H -1.106 -5.177 6.982 0.4 -0.2 -0.1 0.069
H -1.958 -3.910 6.205 0.1 0.7 0.4 0.076
H 1.926 -4.839 7.043 -0.5 0.0 0.3 0.078
H 1.325 -4.630 5.418 0.8 0.1 -0.3 0.070
H 2.423 -3.412 6.237 -0.2 0.2 -0.4 0.070
H -0.363 -0.275 10.118 0.6 0.4 -0.5 0.081
H 0.008 -1.836 10.662 -0.4 -0.4 0.0 0.079
H -1.440 -1.479 9.621 0.1 -0.6 -0.1 0.088
H -1.027 -4.304 8.865 -0.3 0.2 0.1 0.091
C 8.215 -4.748 -1.431 -0.1 0.1 -0.6 -0.048
C 8.133 -6.090 -2.243 0.6 2.4 -0.9 -0.431
C 8.915 -7.059 -1.364 -0.5 -0.5 -0.4 -0.169
C 8.624 -8.472 -1.780 -0.9 -1.1 0.9 -0.196
C 7.124 -8.703 -1.712 -0.3 0.9 -1.7 -0.136
C 6.310 -7.789 -2.701 -1.1 -0.8 0.9 -0.483
N 6.676 -6.404 -2.443 2.9 -2.8 2.8 -0.161
O 6.004 -5.542 -3.208 -0.9 1.9 -1.5 0.009
C 6.548 -8.243 -4.144 1.3 0.2 -0.2 -0.034
C 4.782 -7.971 -2.298 0.9 0.5 -0.3 -0.027
C 9.023 -5.892 -3.559 -1.2 -0.2 -0.1 -0.017
H 7.719 -4.853 -0.466 0.5 -0.3 0.2 0.079
H 7.769 -3.830 -1.814 -0.4 -0.3 -0.9 0.071
H 9.267 -4.470 -1.379 0.1 -0.2 0.6 0.081
H 9.983 -6.853 -1.439 -0.1 0.3 0.0 0.116
H 8.624 -6.898 -0.326 -0.1 -0.3 0.1 0.118
H 8.952 -9.165 -1.006 0.8 -0.1 -0.2 0.111
H 8.965 -8.831 -2.751 0.5 0.5 0.0 0.110
H 6.844 -8.523 -0.674 -0.6 -0.4 -0.1 0.120
H 6.943 -9.695 -2.128 -0.3 -0.4 0.8 0.119
H 6.168 -9.236 -4.382 -0.6 0.3 -0.1 0.086
H 6.356 -7.458 -4.876 -0.9 -0.2 0.0 0.086
H 7.617 -8.363 -4.322 0.3 -0.1 0.3 0.052
H 4.087 -7.328 -2.838 0.3 0.1 -0.3 0.069
H 4.429 -8.988 -2.470 0.2 -0.1 0.2 0.076
H 4.678 -7.693 -1.249 0.0 -0.2 0.1 0.074
H 8.854 -6.604 -4.366 -0.3 -0.4 0.3 0.059
H 10.082 -6.009 -3.329 -0.1 0.5 0.1 0.074
H 8.789 -4.941 -4.038 0.3 0.2 0.2 0.076
H 5.414 -5.141 -2.566 -0.3 0.5 -0.3 0.115
C -1.162 7.142 -1.289 0.7 -0.5 -0.6 -0.027
C 0.024 7.772 -2.138 -0.1 -0.7 -0.7 -0.472
C -0.503 8.904 -3.081 -0.8 -0.6 0.6 -0.140
C -0.854 10.205 -2.392 1.0 0.3 -0.6 -0.198
C 0.346 10.674 -1.597 0.3 -0.5 0.5 -0.154
C 0.955 9.589 -0.653 -0.1 0.4 0.0 -0.470
N 1.163 8.296 -1.397 0.2 1.8 -0.5 -0.110
O 1.896 7.324 -0.622 -1.0 0.7 -0.2 -0.014
C 2.354 10.129 -0.196 -1.3 -1.1 0.2 -0.036
C -0.010 9.416 0.532 0.5 -0.3 0.5 -0.029
C 0.559 6.654 -3.098 -0.2 0.0 0.5 -0.042
H -0.712 6.549 -0.493 -0.1 0.2 0.3 0.077
H -1.686 6.405 -1.898 0.1 -0.1 -0.3 0.067
H -1.980 7.767 -0.932 0.5 0.5 0.2 0.071
H 0.161 9.105 -3.922 0.2 -0.3 0.1 0.120
H -1.461 8.531 -3.444 0.1 -0.3 -0.6 0.117
H -1.819 10.122 -1.890 0.2 0.2 0.4 0.108
H -0.926 10.985 -3.149 -0.7 -0.1 -0.2 0.110
H 0.077 11.580 -1.054 0.1 -0.1 0.6 0.120
H 1.127 11.027 -2.270 0.1 -0.3 -0.4 0.116
H 3.044 10.042 -1.035 0.1 0.2 0.1 0.083
H 2.281 11.148 0.185 0.0 0.0 -0.3 0.083
H 2.645 9.499 0.645 0.5 0.0 -0.1 0.074
H 0.374 9.962 1.394 -0.3 0.3 0.0 0.079
H -1.027 9.724 0.291 0.1 0.1 0.1 0.074
H -0.047 8.379 0.866 0.0 -0.1 -0.1 0.074
H 1.309 7.025 -3.797 -0.2 0.3 -0.1 0.079
H -0.294 6.233 -3.629 0.1 0.1 -0.3 0.075
H 1.052 5.815 -2.606 -0.2 0.1 0.5 0.073
H 2.782 7.598 -0.870 0.3 -0.4 0.1 0.092
C -5.157 2.320 4.328 0.1 -0.2 0.0 -0.047
C -6.143 3.456 4.510 -1.0 0.8 -0.5 -0.438
C -6.538 3.603 6.052 0.0 0.6 -1.5 -0.132
C -5.535 4.390 6.878 -0.3 -0.4 0.0 -0.190
C -5.205 5.753 6.256 0.0 -1.1 0.5 -0.139
C -4.689 5.635 4.816 0.6 -0.2 -0.4 -0.494
N -5.597 4.783 3.987 -1.6 -0.4 3.2 -0.125
O -5.468 4.813 2.609 0.7 0.1 -0.3 -0.009
C -4.681 7.054 4.290 0.8 0.6 -1.3 -0.060
C -3.222 5.101 4.814 -0.1 -0.1 -0.2 -0.023
C -7.488 3.114 3.730 0.8 0.3 0.4 -0.042
H -4.401 2.423 5.107 0.1 -0.5 -0.1 0.063
H -4.668 2.284 3.354 0.0 0.5 -0.1 0.086
H -5.682 1.367 4.387 0.1 -0.1 0.5 0.082
H -7.493 4.127 6.094 -0.1 0.1 -0.2 0.110
H -6.733 2.616 6.470 0.2 -0.1 -0.1 0.116
H -4.667 3.746 7.019 0.5 0.3 -0.1 0.103
H -5.936 4.514 7.884 -0.1 0.1 0.1 0.109
H -4.442 6.201 6.892 0.3 0.2 -0.3 0.119
H -6.046 6.443 6.327 -0.3 -0.2 -0.2 0.118
H -3.914 7.635 4.801 -0.3 0.1 0.5 0.089
H -4.317 7.128 3.265 0.0 -0.5 -0.3 0.075
H -5.627 7.594 4.254 -0.2 -0.3 0.6 0.087
H -3.166 4.074 5.176 -0.1 0.0 -0.2 0.058
H -2.818 5.160 3.804 -0.1 -0.3 -0.2 0.082
H -2.491 5.640 5.417 -0.4 0.5 0.3 0.079
H -8.159 3.972 3.710 0.1 0.1 0.0 0.075
H -8.032 2.304 4.215 0.2 0.0 0.3 0.074
H -7.341 2.766 2.707 0.4 0.2 0.0 0.072
H -6.110 5.488 2.379 -0.1 0.0 -0.4 0.103
C -0.930 -3.826 -0.208 2.0 -0.5 -1.5 -0.041
C -0.627 -2.560 -1.085 0.0 -0.5 -0.2 -0.467
C -1.696 -1.595 -0.648 -1.7 0.0 0.1 -0.179
C -1.477 -0.155 -0.946 0.0 1.1 0.1 -0.205
C -0.089 0.342 -0.597 0.4 -0.6 -0.5 -0.127
C 1.094 -0.595 -1.129 -2.3 0.9 1.5 -0.480
N 0.719 -1.975 -0.754 -2.1 1.5 0.7 -0.133
O 1.766 -2.816 -1.059 0.5 -1.2 0.0 -0.015
C 1.217 -0.318 -2.627 0.5 -0.5 0.1 -0.027
C 2.316 -0.185 -0.296 0.9 0.4 -0.8 -0.045
C -0.722 -2.936 -2.598 -0.8 0.6 0.8 -0.019
H -0.633 -3.771 0.839 -0.5 0.5 0.1 0.082
H -0.257 -4.585 -0.608 0.1 -0.4 0.0 0.069
H -1.923 -4.230 -0.404 -0.1 0.4 0.3 0.087
H -2.685 -1.782 -1.066 0.1 -0.8 -1.1 0.124
H -2.037 -1.881 0.347 0.9 0.8 0.8 0.114
H -2.227 0.474 -0.467 0.0 -0.1 0.6 0.114
H -1.739 0.099 -1.973 0.4 -0.5 -0.5 0.105
H -0.018 0.476 0.482 0.2 -0.1 0.1 0.116
H 0.015 1.311 -1.085 0.4 0.2 0.2 0.114
H 1.756 -1.150 -3.081 0.1 0.1 -0.3 0.083
H 0.245 -0.223 -3.110 0.0 -0.1 0.1 0.069
H 1.765 0.608 -2.800 0.1 0.0 0.0 0.086
H 2.411 -0.581 0.715 -0.6 -0.2 -0.1 0.084
H 3.261 -0.418 -0.787 0.0 -0.3 -0.2 0.076
H 2.347 0.902 -0.218 -0.2 0.1 0.1 0.079
H 0.232 -3.342 -2.935 -0.3 0.0 -0.3 0.081
H -1.073 -2.076 -3.169 0.8 0.4 -0.1 0.068
H -1.585 -3.576 -2.783 0.3 -0.8 0.3 0.079
H 1.876 -3.166 -0.172 0.8 -0.6 -0.2 0.108
C -8.542 5.048 -6.276 -1.9 0.3 -1.2 -0.049
C -7.693 3.888 -6.689 1.4 0.0 1.9 -0.518
C -6.260 4.465 -6.652 0.6 0.4 1.1 -0.137
C -5.709 4.618 -5.207 -0.2 -1.0 -1.1 -0.166
C -5.845 3.269 -4.484 0.0 1.7 0.5 -0.126
C -7.311 2.727 -4.424 1.0 1.7 -0.5 -0.536
N -7.891 2.709 -5.748 3.0 0.8 -1.8 -0.125
O -9.127 2.102 -5.827 -1.1 0.4 0.2 -0.006
C -7.124 1.338 -3.985 0.4 -2.0 1.7 -0.059
C -8.096 3.622 -3.461 -1.5 -0.4 0.3 -0.022
C -7.895 3.398 -8.091 -1.1 0.0 0.5 -0.037
H -9.542 4.627 -6.167 -0.4 0.5 0.3 0.092
H -8.566 5.715 -7.138 -0.3 0.3 -0.1 0.087
H -8.288 5.682 -5.427 0.3 -0.6 0.0 0.075
H -5.620 3.961 -7.377 0.4 -0.4 0.5 0.112
H -6.283 5.500 -6.991 -0.4 0.0 -0.6 0.112
H -6.251 5.417 -4.702 -0.3 -0.2 0.1 0.094
H -4.691 5.008 -5.206 0.2 -0.4 -0.1 0.106
H -5.566 3.525 -3.462 -0.1 -0.5 0.4 0.115
H -5.088 2.558 -4.815 -0.3 -0.1 -0.4 0.115
H -6.745 1.364 -2.964 -0.1 -0.1 0.3 0.091
H -7.958 0.637 -3.963 -0.4 0.4 -0.1 0.086
H -6.316 0.838 -4.518 -0.1 0.1 -0.4 0.087
H -9.144 3.354 -3.587 -0.3 -0.2 0.0 0.083
H -7.924 3.455 -2.398 0.5 0.0 0.0 0.085
H -8.111 4.691 -3.674 0.6 -0.2 0.0 0.062
H -8.927 3.049 -8.118 0.0 -0.3 -0.6 0.083
H -7.190 2.576 -8.216 -0.1 0.1 -0.5 0.093
H -7.770 4.226 -8.789 0.2 -0.2 -0.2 0.093
H -8.950 1.197 -6.094 0.1 -0.1 -0.2 0.107
C 1.068 -10.024 3.251 -0.2 1.6 0.2 -0.063
C 0.611 -11.383 2.854 -0.5 -1.0 -0.8 -0.520
C 1.823 -12.314 2.932 -0.5 -1.7 -0.8 -0.136
C 1.459 -13.813 2.868 -1.7 -0.2 2.2 -0.155
C 0.537 -14.160 4.123 0.8 0.8 -1.4 -0.114
C -0.750 -13.293 4.043 -0.6 0.2 0.5 -0.487
N -0.457 -11.865 3.773 2.8 -0.6 0.0 -0.119
O -1.491 -10.943 3.865 -0.7 -0.4 -0.1 -0.012
C -1.701 -13.949 3.014 -0.7 1.3 -0.4 -0.038
C -1.479 -13.335 5.404 0.3 -1.3 0.6 -0.046
C 0.088 -11.318 1.379 0.1 0.7 1.2 -0.015
H 0.247 -9.320 3.118 -0.1 0.1 0.3 0.082
H 1.855 -9.628 2.609 0.2 -0.4 -0.2 0.090
H 1.444 -9.944 4.271 -0.2 -0.2 0.1 0.089
H 2.362 -12.269 1.986 0.6 1.1 0.2 0.119
H 2.417 -12.088 3.818 0.2 0.0 -0.2 0.120
H 2.320 -14.483 2.869 0.1 0.2 -0.1 0.105
H 0.846 -14.021 1.990 0.3 0.0 -0.2 0.086
H 1.159 -14.036 5.010 -0.3 0.4 0.3 0.108
H 0.230 -15.206 4.123 -0.1 0.0 -0.1 0.110
H -1.392 -13.900 1.970 0.6 -0.3 0.1 0.067
H -2.074 -14.947 3.242 0.3 0.0 0.2 0.083
H -2.554 -13.270 3.002 -0.5 -0.1 0.1 0.081
H -0.807 -13.247 6.257 0.4 0.4 -0.1 0.079
H -2.340 -12.706 5.630 0.1 0.3 -0.7 0.079
H -1.845 -14.356 5.510 -0.2 -0.2 0.0 0.078
H -0.851 -10.765 1.401 -0.6 -0.8 0.0 0.079
H 0.055 -12.346 1.019 -0.4 0.4 -0.6 0.066
H 0.660 -10.618 0.770 0.7 -0.6 -0.2 0.078
H -1.400 -10.649 4.774 -0.2 0.3 0.1 0.104
C 1.188 3.107 -9.620 0.0 0.2 -0.5 -0.042
C 0.939 1.743 -10.238 -2.1 -2.1 0.9 -0.497
C -0.638 1.571 -10.164 -0.4 0.0 -1.7 -0.132
C -1.290 0.527 -11.071 0.6 -1.7 0.6 -0.211
C -0.800 0.599 -12.524 0.4 0.0 1.0 -0.120
C 0.769 0.707 -12.593 -0.9 -0.6 -1.3 -0.496
N 1.227 1.750 -11.655 -0.3 1.0 -0.6 -0.110
O 2.579 2.178 -11.848 -0.2 -0.7 -0.2 -0.009
C 1.402 -0.639 -12.336 0.1 -0.4 0.9 -0.043
C 1.095 1.072 -14.078 0.5 0.3 1.1 -0.038
C 1.570 0.587 -9.388 1.2 0.3 -0.3 -0.022
H 0.959 3.798 -10.432 -0.2 0.4 0.3 0.085
H 0.466 3.222 -8.811 0.2 0.3 0.1 0.084
H 2.194 3.343 -9.275 0.0 -0.4 0.0 0.084
H -0.999 1.405 -9.149 0.2 0.5 0.1 0.122
H -1.090 2.400 -10.710 0.3 1.3 1.1 0.115
H -1.169 -0.448 -10.599 1.1 -0.7 -0.4 0.094
H -2.373 0.437 -10.981 -0.4 1.3 -0.3 0.108
H -1.246 1.437 -13.060 0.0 0.3 0.2 0.111
H -1.171 -0.280 -13.050 0.4 -0.2 -0.1 0.117
H 2.452 -0.445 -12.118 0.2 -0.4 -0.2 0.087
H 1.263 -1.360 -13.143 0.2 0.2 -0.2 0.088
H 0.961 -1.104 -11.455 0.1 0.0 0.1 0.068
H 0.675 0.372 -14.801 -0.5 0.0 0.3 0.083
H 2.168 0.983 -14.244 0.1 0.4 0.1 0.076
H 0.743 2.090 -14.246 0.1 0.0 -0.4 0.082
H 1.014 -0.345 -9.293 -0.4 0.3 -0.1 0.071
H 2.536 0.308 -9.808 0.1 0.0 -0.4 0.073
H 1.887 0.916 -8.399 -0.6 0.2 0.2 0.074
H 2.437 3.074 -12.162 0.3 0.1 -0.1 0.098
```
Positions in Å, forces in eV/Å.

Results
**Largest force on an atom**: 0.0955 hartree/bohr
**Multiplicity**: 1
**HOMO energy**: -0.284 Eh
**SMILES**: CC1(C)CCCC(C)(C)N1O.CC1(C)CCCC(C)(C)N1O.CC1(C)CCCC(C)(C)N1O.CC1(C)CCCC(C)(C)N1O.CC1(C)CCCC(C)(C)N1O.CC1(C)CCCC(C)(C)N1O.CC1(C)CCCC(C)(C)N1O.CC1(C)CCCC(C)(C)N1O.COCCNCCOC
**ΔE to the lowest compared entry with this formula, charge and spin**: 144.7 kcal/mol
**E**: -117463.00090 eV